Record 1
{"formula": "C2H5NOS", "method": "wB97M-V/def2-TZVPD", "homo_lumo_gap_ev": 10.03, "relative_energy_kj_mol": 409.8, "multiplicity": 1, "smiles": "C=C[S@H](=N)=O", "elements": ["C", "C", "S", "N", "O", "H", "H", "H", "H", "H"], "xyz": [[-0.2615, -1.6963, 0.1859], [-0.6974, -0.4598, -0.1021], [0.1743, 1.0686, 0.1714], [1.1194, 1.4708, -0.9792], [0.6101, 1.1433, 1.5727], [-1.0475, -2.4968, 0.0068], [0.6111, -2.1169, 0.5319], [-1.6420, -0.4277, -0.5783], [-0.9571, 1.9294, 0.0756], [2.0906, 1.5855, -0.8847]], "atomic_forces_ev_per_a": [[-3.71, 0.13, -1.25], [1.61, -1.52, 0.49], [1.56, 2.06, 0.04], [-3.46, -0.90, 0.74], [-0.54, -0.51, -1.25], [1.07, 0.99, 0.04], [2.13, 0.01, 0.98], [-0.90, 0.71, -0.25], [1.04, -0.91, -0.21], [1.18, -0.07, 0.68]], "nbo_charge": [-0.286, -0.487, 1.827, -1.172, -0.930, 0.203, 0.212, 0.233, -0.006, 0.404]}



Record 2
{"formula": "C2H11N2S", "method": "wB97M-V/def2-TZVPD", "homo_lumo_gap_ev": [11.02, 5.23], "s_squared": 0.756, "charge": 2, "multiplicity": 2, "elements": ["N", "H", "H", "H", "H", "C", "C", "S", "N", "H", "H", "H", "H", "H", "H", "H"], "xyz": [[0.8539, 0.0104, -2.8431], [1.0212, -0.3912, -3.7613], [1.6850, 0.3839, -2.3721], [0.2854, 0.8550, -2.9523], [0.4427, -0.7006, -2.1879], [-0.5074, -0.0497, 1.7956], [0.0837, -0.1746, 0.3201], [-0.3278, -1.8352, -0.3745], [-0.3161, 1.2777, 2.3439], [-1.5801, -0.2465, 1.6948], [0.0030, -0.8584, 2.3864], [-0.4598, 0.6321, -0.1897], [1.1573, -0.0292, 0.3696], [-1.6407, -1.6716, -0.1308], [-1.1413, 1.5525, 2.8827], [0.4409, 1.2453, 3.0188]], "atomic_forces_ev_per_a": [[0.02, 0.61, 0.94], [0.42, -0.12, -0.21], [0.47, -0.46, -0.61], [-0.56, -0.37, -0.13], [-0.31, 0.35, -0.57], [-0.29, 0.20, -0.56], [-0.86, -0.34, 0.32], [0.30, 0.93, 0.63], [-0.66, -3.49, 2.03], [0.24, 0.09, 0.21], [-0.10, 0.92, -0.11], [0.48, -0.27, -0.25], [0.12, 0.00, -0.25], [-0.03, -0.16, -0.37], [-0.35, 1.13, -0.73], [1.09, 0.97, -0.35]], "lowdin_spin": [0.000, 0.000, 0.000, 0.000, 0.001, 0.126, 0.095, 0.041, 0.641, 0.003, 0.044, 0.006, 0.000, 0.003, 0.020, 0.018]}



Record 3
{"formula": "C20H60O10", "method": "wB97M-V/def2-TZVPD", "homo_lumo_gap_ev": 10.30, "relative_energy_kj_mol": 202.2, "multiplicity": 1, "smiles": "CCO.CCO.CCO.CCO.CCO.CCO.CCO.CCO.CCO.CCO", "elements": ["C", "C", "O", "H", "H", "H", "H", "H", "H", "C", "C", "O", "H", "H", "H", "H", "H", "H", "C", "C", "O", "H", "H", "H", "H", "H", "H", "C", "C", "O", "H", "H", "H", "H", "H", "H", "C", "C", "O", "H", "H", "H", "H", "H", "H", "C", "C", "O", "H", "H", "H", "H", "H", "H", "C", "C", "O", "H", "H", "H", "H", "H", "H", "C", "C", "O", "H", "H", "H", "H", "H", "H", "C", "C", "O", "H", "H", "H", "H", "H", "H", "C", "C", "O", "H", "H", "H", "H", "H", "H"], "xyz": [[-13.8017, 9.8157, -23.1780], [-14.8639, 10.2629, -22.1829], [-14.8718, 11.6854, -22.1778], [-13.8392, 10.3082, -24.1445], [-13.7999, 8.7374, -23.3735], [-12.8181, 9.9512, -22.7236], [-14.5859, 10.0379, -21.1514], [-15.8440, 9.8024, -22.3298], [-14.9782, 12.1212, -23.0325], [-11.0278, 17.7221, -19.5177], [-11.5586, 16.8227, -20.5907], [-10.4591, 16.0577, -21.1550], [-10.3208, 18.4857, -19.8383], [-10.6454, 17.1972, -18.6418], [-11.8493, 18.3129, -19.0846], [-12.1653, 17.3320, -21.3377], [-12.2171, 16.0329, -20.2124], [-10.4602, 15.2070, -20.7150], [-14.4546, 19.2961, -20.5636], [-14.5501, 20.5577, -19.7240], [-14.2855, 21.6901, -20.5532], [-15.2665, 19.3160, -21.2945], [-14.7870, 18.5076, -19.8785], [-13.5141, 19.1192, -21.0711], [-13.7984, 20.5691, -18.9179], [-15.5274, 20.6407, -19.2269], [-13.9910, 22.4005, -19.9759], [-21.6075, 16.2063, -23.0798], [-20.6761, 17.3168, -22.6350], [-21.4840, 18.4348, -22.2844], [-22.0959, 16.4538, -24.0242], [-22.3891, 16.0029, -22.3464], [-21.1077, 15.2504, -23.2539], [-19.9960, 17.5934, -23.4456], [-20.0466, 16.9319, -21.8237], [-20.8578, 19.1342, -22.0502], [-12.7065, 13.9728, -24.3334], [-13.9066, 13.9499, -25.2704], [-14.5427, 12.6611, -25.2803], [-12.3823, 15.0112, -24.2088], [-11.8157, 13.4083, -24.6107], [-12.9752, 13.6349, -23.3302], [-13.7199, 14.2017, -26.3120], [-14.6472, 14.6208, -24.8422], [-14.0990, 12.0195, -25.8387], [-20.4856, 14.1591, -20.2877], [-19.1267, 13.4760, -20.1736], [-18.1903, 14.3566, -19.5748], [-20.8113, 14.6525, -19.3738], [-21.2663, 13.4406, -20.5531], [-20.5490, 14.8781, -21.1071], [-18.6983, 13.1527, -21.1319], [-19.3285, 12.5785, -19.5741], [-17.4325, 13.8137, -19.3115], [-14.9862, 15.9789, -22.4804], [-16.1431, 15.3072, -21.7672], [-17.3921, 15.6500, -22.3504], [-15.0107, 17.0655, -22.5704], [-14.7022, 15.5992, -23.4694], [-14.0157, 15.7942, -21.9984], [-16.1802, 15.7113, -20.7508], [-15.9290, 14.2351, -21.7055], [-18.0176, 15.5521, -21.6176], [-14.1551, 13.8040, -18.9520], [-14.8817, 12.5500, -18.5081], [-16.0641, 12.3453, -19.2747], [-14.0582, 13.8154, -20.0456], [-13.1815, 14.0455, -18.5313], [-14.8245, 14.6650, -18.8356], [-15.1900, 12.6045, -17.4592], [-14.2516, 11.6515, -18.5198], [-15.7420, 11.9624, -20.1046], [-17.7418, 18.8701, -24.8195], [-17.4007, 18.8386, -23.3393], [-18.0881, 19.9528, -22.7292], [-18.8244, 18.8740, -24.9497], [-17.4268, 18.0278, -25.4470], [-17.2656, 19.6961, -25.3548], [-16.3328, 18.9767, -23.1618], [-17.7565, 17.9248, -22.8755], [-17.5431, 20.7301, -22.8843], [-14.6237, 17.4657, -25.8837], [-14.2013, 18.4594, -26.9640], [-13.1209, 19.2559, -26.5167], [-15.0971, 17.9657, -25.0398], [-13.7481, 16.9540, -25.4756], [-15.3262, 16.6939, -26.2044], [-15.0292, 19.1541, -27.1491], [-14.0549, 18.0132, -27.9516], [-12.3023, 18.9802, -26.9348]], "atomic_forces_ev_per_a": [[0.55, -1.32, 0.57], [0.60, 0.54, -0.51], [-0.53, 0.67, 0.93], [-0.22, 0.27, 0.10], [-0.44, 0.02, 0.02], [0.03, 0.49, -0.19], [0.17, -0.38, -0.12], [-0.11, 0.27, -0.37], [-0.06, -0.62, -0.37], [-1.03, 1.04, 1.08], [0.60, -1.63, 0.26], [-0.32, 0.67, -0.59], [0.24, -0.37, -0.34], [0.35, -0.27, -0.31], [-0.12, -0.08, -0.21], [0.57, 0.14, -0.38], [-0.36, 0.51, 0.49], [0.06, -0.06, -0.01], [-1.60, 0.19, 0.69], [0.91, 0.33, 0.03], [-0.17, 0.06, 0.06], [0.19, 0.15, -0.22], [0.63, -0.41, -0.22], [0.18, 0.03, 0.26], [-0.12, -0.34, -0.11], [0.02, -0.09, -0.31], [-0.07, 0.08, -0.16], [-0.24, -0.29, -0.45], [-0.27, -0.56, -0.43], [0.68, 0.01, 0.32], [-0.06, 0.17, 0.08], [0.04, 0.22, 0.12], [0.30, 0.17, 0.06], [-0.02, -0.08, -0.06], [-0.12, 0.39, 0.30], [-0.27, 0.07, -0.04], [0.31, 0.62, 0.13], [0.17, -1.19, 0.25], [-0.60, -0.10, 0.55], [0.06, 0.00, -0.04], [-0.21, -0.15, -0.44], [-0.27, -0.08, -0.09], [0.36, 0.47, 0.07], [-0.11, -0.10, -0.50], [0.31, 0.26, -0.11], [-0.24, 0.06, -0.94], [-0.60, -0.11, 0.16], [-0.11, 0.07, 0.28], [0.31, -0.05, 0.15], [0.16, -0.23, 0.15], [0.32, 0.18, 0.22], [-0.49, -0.05, -0.11], [0.56, 0.04, 0.14], [0.12, -0.01, -0.12], [1.43, 0.07, -0.57], [0.66, 0.99, 0.33], [-0.04, -0.46, -0.01], [-0.55, 0.00, 0.12], [-0.94, 0.12, 0.14], [-0.36, -0.14, 0.66], [0.30, -0.30, 0.12], [-0.43, -0.11, -0.09], [-0.08, -0.06, -0.20], [-0.68, 0.77, -1.08], [0.29, -0.23, 0.91], [0.44, -0.23, -0.13], [0.33, -0.47, 0.04], [-0.06, -0.33, 0.34], [0.12, -0.03, 0.52], [-0.10, 0.30, -0.12], [0.08, 0.13, -0.39], [-0.40, 0.27, -0.28], [0.20, -0.59, -0.96], [-0.38, 0.80, -0.56], [0.16, -0.34, 0.30], [-0.01, 0.45, 0.08], [0.20, -0.38, 0.66], [-0.34, 0.42, 0.34], [0.07, -0.36, -0.06], [0.12, 0.02, 0.13], [-0.14, 0.07, 0.04], [0.28, -0.23, 0.17], [-1.08, 0.22, 0.08], [0.27, 0.10, -0.10], [0.09, 0.20, -0.06], [0.07, -0.01, -0.13], [0.00, 0.13, -0.31], [-0.01, -0.02, 0.16], [0.49, -0.29, 0.20], [-0.03, -0.10, 0.01]], "lowdin_charge": [-0.076, -0.290, -0.112, 0.055, 0.074, 0.077, 0.109, 0.112, 0.061, -0.089, -0.305, -0.089, 0.081, 0.076, 0.063, 0.088, 0.094, 0.069, -0.083, -0.317, -0.084, 0.052, 0.084, 0.065, 0.107, 0.113, 0.077, -0.097, -0.323, -0.066, 0.075, 0.077, 0.070, 0.093, 0.096, 0.080, -0.077, -0.292, -0.095, 0.072, 0.075, 0.067, 0.115, 0.070, 0.079, -0.073, -0.314, -0.097, 0.084, 0.079, 0.027, 0.114, 0.111, 0.047, -0.060, -0.292, -0.079, 0.058, 0.029, 0.063, 0.106, 0.097, 0.057, -0.082, -0.297, -0.089, 0.060, 0.071, 0.075, 0.114, 0.112, 0.059, -0.089, -0.298, -0.090, 0.069, 0.063, 0.075, 0.082, 0.079, 0.080, -0.088, -0.314, -0.069, 0.048, 0.064, 0.078, 0.104, 0.111, 0.082]}



Record 4
{"formula": "H39O20", "method": "wB97M-V/def2-TZVPD", "homo_lumo_gap_ev": 8.35, "relative_energy_kj_mol": 435.8, "charge": -1, "multiplicity": 1, "elements": ["O", "H", "O", "H", "H", "O", "H", "H", "O", "H", "H", "O", "H", "H", "O", "H", "H", "O", "H", "H", "O", "H", "H", "O", "H", "H", "O", "H", "H", "O", "H", "H", "O", "H", "H", "O", "H", "H", "O", "H", "H", "O", "H", "H", "O", "H", "H", "O", "H", "H", "O", "H", "H", "O", "H", "H", "O", "H", "H"], "xyz": [[2.5691, 0.9564, -0.2561], [1.4366, -5.3926, 0.4135], [3.5470, 3.8062, -2.1179], [3.8162, 2.9508, -2.4631], [3.6366, 3.7787, -1.1596], [-1.3725, -2.3911, 4.2975], [-1.8751, -4.5427, -1.8492], [-0.9156, -1.5771, 3.9773], [0.1399, -4.3694, 1.9913], [0.5306, -3.6815, 1.3925], [-0.9287, -2.4308, 0.5529], [-0.3364, -1.7043, 0.2884], [-0.7958, 5.7344, -1.4433], [-1.0366, -2.8424, 5.1053], [-3.5144, 0.0574, 4.0684], [1.8111, 0.4702, 0.1264], [-0.6988, -4.5942, 1.7057], [-0.4431, 3.3769, -3.1908], [-0.2885, 3.4862, -2.2643], [-1.0399, 2.7181, -3.5106], [-3.8560, 3.0191, 0.4772], [-2.8539, -0.6405, 4.2516], [0.2533, -0.5111, -3.5344], [3.8063, -0.3299, 2.6052], [3.7159, 0.4069, 1.9798], [3.5067, -0.0124, 3.5215], [-2.4922, -1.0116, -1.9037], [-2.8815, -0.4722, -1.2607], [-1.7097, -0.5380, -2.3407], [-0.8246, 5.2358, -0.6297], [-0.0044, 0.5021, -2.3194], [-1.5350, 4.5761, -0.5847], [1.5871, -5.3686, -0.5629], [2.5765, 0.3055, -2.0479], [-3.7607, 0.0982, 3.1253], [0.0598, 0.8471, -1.0262], [-0.4250, 0.3091, -0.4696], [-4.8395, 2.8326, 0.6054], [-1.7011, -3.9849, -1.1256], [-3.3411, 2.8691, 1.2838], [-1.5544, -3.0970, -1.4954], [-2.2112, -1.7126, -4.5615], [-1.8186, -0.9386, -4.9574], [-3.0390, -1.4307, -4.2917], [-1.4220, 1.2709, 1.7081], [-1.3431, 0.3471, 1.7445], [4.3303, 2.9862, 1.3795], [2.8307, 0.7193, -2.9511], [-1.0427, 1.6251, 0.8520], [2.1180, 1.2015, -3.3754], [-0.4541, 0.1136, -3.3436], [-0.6836, -1.4888, -0.5517], [0.7381, -4.9527, -0.7631], [1.2662, -1.8887, 4.3969], [1.9892, -2.1186, 3.8079], [1.5401, -1.7876, 5.2878], [3.9843, 3.8392, 1.2322], [3.0261, 3.7944, 1.1259], [2.2230, 1.5767, -0.9527]], "atomic_forces_ev_per_a": [[0.59, 0.41, 0.11], [0.67, -0.30, -0.73], [-0.12, 0.39, -0.09], [-0.06, -0.32, 0.17], [0.23, -0.18, 0.00], [-1.14, 0.24, -0.08], [-0.38, -0.97, -1.47], [0.42, -1.54, 1.23], [3.65, 1.29, 0.34], [-0.87, -0.81, 0.71], [0.24, 0.35, 0.10], [0.09, -1.15, 1.97], [-0.54, -0.34, -0.44], [0.33, 1.35, -1.27], [-0.06, 0.01, 0.01], [-0.04, 0.79, -0.89], [-2.65, -0.44, -1.17], [0.94, 1.74, -1.67], [-0.43, -0.88, 0.83], [-0.36, -0.96, 0.86], [-1.69, -0.07, -0.25], [-0.64, 0.24, -0.65], [-0.15, -0.26, -0.42], [-0.49, 0.52, 1.98], [-0.24, -0.19, 0.26], [0.59, -0.38, -2.35], [1.55, -1.38, -1.45], [-0.62, 1.49, 1.40], [-0.74, -0.15, -0.01], [0.34, -0.35, 1.09], [-1.52, -0.06, 0.00], [0.13, 0.60, -0.65], [-0.77, 0.18, 1.48], [0.15, 1.18, -2.21], [0.67, -0.41, 0.72], [1.53, 2.05, -1.98], [-1.46, -1.71, 1.43], [2.39, 0.32, 0.25], [0.70, 1.21, 1.55], [-0.58, -0.32, 0.00], [-0.44, -0.26, -0.17], [2.03, -1.52, -1.40], [0.47, 0.41, 0.11], [-2.48, 0.79, 1.16], [-0.08, 3.05, -0.83], [0.48, -1.89, -0.44], [0.19, -1.64, 0.12], [0.53, -1.00, 1.36], [-0.31, -1.11, 1.08], [-0.60, -0.18, 0.45], [1.14, 0.49, 1.23], [-0.48, 0.70, -1.82], [-0.02, 0.10, -0.76], [-0.77, 0.12, -1.23], [0.29, 0.05, 0.28], [0.91, 0.03, 0.96], [-0.52, 2.02, -0.37], [0.21, -0.43, 0.12], [-0.18, -0.93, 1.44]], "nbo_charge": [-1.013, 0.473, -0.966, 0.485, 0.477, -0.990, 0.475, 0.503, -0.958, 0.488, 0.471, -0.960, 0.483, 0.490, -0.972, 0.512, 0.473, -0.991, 0.496, 0.492, -0.973, 0.491, 0.457, -0.963, 0.492, 0.470, -1.032, 0.466, 0.526, -0.972, 0.506, 0.490, -0.950, 0.510, 0.477, -1.212, 0.424, 0.476, -0.979, 0.497, 0.500, -0.943, 0.479, 0.464, -0.989, 0.474, 0.474, -1.014, 0.507, 0.489, -1.105, 0.482, 0.470, -0.963, 0.496, 0.468, -0.955, 0.485, 0.508]}



Record 5
{"formula": "C4H12N2O4S", "method": "wB97M-V/def2-TZVPD", "homo_lumo_gap_ev": 10.61, "relative_energy_kj_mol": 376.0, "multiplicity": 1, "smiles": "CS(=O)(=O)O[C@H](CN)CON", "elements": ["C", "S", "O", "O", "O", "C", "C", "N", "C", "O", "N", "H", "H", "H", "H", "H", "H", "H", "H", "H", "H", "H", "H"], "xyz": [[-3.0851, -0.1457, -1.0105], [-2.0257, -0.8781, 0.1880], [-2.3949, -2.2932, -0.0148], [-1.9817, -0.2745, 1.5369], [-0.3906, -0.9457, -0.1713], [0.3952, 0.0121, 0.6391], [0.5857, 1.3151, -0.1943], [-0.7098, 2.0119, -0.1491], [1.7122, -0.5665, 0.9130], [2.4218, -0.4343, -0.4319], [3.3484, -1.6130, -0.2041], [-2.9912, -0.7829, -1.9247], [-4.0945, -0.3024, -0.6623], [-2.6563, 0.8246, -1.1013], [0.0363, 0.4175, 1.5351], [0.7227, 1.3438, -1.2293], [1.3543, 2.0237, 0.4292], [-0.4178, 3.1635, -0.1275], [-1.0718, 2.0583, 0.7088], [1.7510, -1.5921, 1.2865], [2.1946, 0.1922, 1.7664], [4.1279, -1.2106, -0.8008], [3.1694, -2.3238, -0.9810]], "atomic_forces_ev_per_a": [[1.23, -0.52, -0.93], [1.49, -4.64, 2.52], [0.47, 2.14, 0.92], [-1.56, -0.53, -2.52], [-1.74, 1.74, 1.00], [1.22, 0.81, -3.46], [-0.10, 2.28, 3.84], [2.05, 5.25, -3.56], [1.91, 2.58, -0.04], [0.01, -3.26, 3.60], [1.87, 1.10, -4.18], [0.27, 0.72, 0.75], [-0.15, 0.50, 0.46], [-0.60, 1.23, -0.55], [-1.54, -0.48, 1.27], [1.45, -0.99, -1.36], [-1.13, -2.02, -1.73], [-1.16, -3.89, -0.96], [-1.93, -0.70, 4.61], [-0.13, 0.30, -0.28], [-0.71, -2.06, -2.30], [-0.07, -0.29, 1.61], [-1.14, 0.72, 1.28]], "nbo_charge": [-0.862, 2.280, -0.934, -0.930, -0.675, 0.016, -0.220, -0.835, -0.074, -0.443, -0.523, 0.270, 0.272, 0.268, 0.225, 0.219, 0.167, 0.343, 0.343, 0.233, 0.183, 0.341, 0.338]}



Quick rundown of calculated total energy, same order as above: -607.2507; -589.7615; -1550.2592; -1528.1943; -968.0548 Eh